{
  "formula": "C11H14N2",
  "method": "ωB97M-V/def2-TZVPD",
  "symbols": ["C", "C", "C", "C", "C", "C", "C", "C", "C", "C", "C", "N", "N", "H", "H", "H", "H", "H", "H", "H", "H", "H", "H", "H", "H", "H", "H"],
  "xyz": [[-3.00427, -1.23947, -0.44284], [-1.86684, -1.85916, -0.71595], [1.31358, 1.75184, -1.23094], [0.39930, 1.84190, -0.02210], [-3.19240, 0.20960, -0.57465], [1.77398, -0.60194, -0.19626], [2.37886, 0.61413, -0.84510], [-0.60296, -1.14232, -1.11976], [0.27810, -0.59349, 0.05901], [-0.03828, 0.76166, 0.63165], [-0.68879, 0.84638, 2.00947], [-3.34997, 1.35699, -0.57346], [2.57411, -1.56633, 0.08040], [-3.92426, -1.66060, -0.23873], [-1.84929, -2.91514, -0.59839], [1.87870, 2.64148, -1.37025], [0.25226, 2.81122, 0.62953], [2.87980, 0.29456, -1.78652], [3.00037, 1.02559, -0.11547], [-0.04193, -1.81660, -1.67681], [-0.68486, -0.25901, -1.74694], [0.00494, -1.37683, 0.83535], [-1.67320, 0.72179, 2.08246], [-0.48929, 1.87991, 2.44062], [-0.32897, 0.01302, 2.60572], [0.76943, 1.60227, -2.22996], [2.00070, -2.32871, 0.50113]],
  "forces_ev_per_a": [[0.594, 2.347, -0.949], [0.228, 1.603, 0.116], [-0.473, -1.581, 0.127], [-0.142, 1.675, 1.910], [0.501, 0.400, 0.306], [0.544, -1.065, -0.574], [-2.353, 0.079, -2.567], [0.081, 1.724, 0.582], [-0.885, -2.105, 1.593], [-0.750, 0.280, -0.099], [4.131, 1.571, -0.373], [0.056, -1.077, -0.148], [-1.496, -0.009, 0.275], [-1.483, -1.520, 0.654], [0.205, -0.775, -0.009], [0.319, 0.904, -0.015], [0.386, -1.522, -1.960], [0.175, 0.229, 0.945], [1.478, 0.782, 0.774], [1.292, -1.321, -0.917], [-1.029, -0.076, -0.406], [0.980, 0.885, -0.273], [-4.369, -0.415, -0.532], [0.038, -1.480, -0.184], [0.661, 0.253, 0.475], [0.671, -0.210, 1.458], [0.641, 0.424, -0.211]],
  "nbo_charge": [-0.31, -0.09, -0.44, -0.19, 0.25, 0.34, -0.46, -0.44, -0.33, 0.02, -0.62, -0.31, -0.61, 0.23, 0.22, 0.22, 0.21, 0.23, 0.23, 0.22, 0.23, 0.21, 0.22, 0.22, 0.21, 0.22, 0.32],
  "mol_weight_g_mol": 174.25,
  "e_tot_ha": -536.9638,
  "total_charge": 0,
  "smiles": "[H]/N=C1/CCC=C(C)[C@H]1C/C=C\\C#N"
}

=====

{
  "formula": "C11H14N2",
  "method": "ωB97M-V/def2-TZVPD",
  "symbols": ["C", "C", "C", "C", "C", "C", "C", "C", "C", "C", "C", "H", "H", "H", "H", "H", "H", "H", "H", "H", "H", "H", "H", "H", "H", "N", "N"],
  "xyz": [[-2.61388, -0.44298, 1.14669], [-1.61977, -1.73212, 0.53437], [-0.66858, -1.25996, -0.51768], [-1.79209, 0.46539, 0.10827], [-1.55061, 1.88414, 0.10250], [-0.20126, 2.03166, -0.64003], [0.86518, 0.88200, -0.24307], [2.03554, 1.25408, 0.64124], [3.09706, 0.16530, 0.76459], [1.79187, -1.49108, -0.42277], [0.67580, -0.55745, -0.34025], [-2.63933, -0.53260, 2.27799], [-3.55864, -0.60907, 0.78432], [-1.42992, -2.42494, 1.39319], [-2.33070, -2.42887, 0.15003], [-0.73286, -2.05397, -1.23409], [-0.98528, -0.01610, -1.79180], [-0.93902, 0.38282, 0.63139], [-2.11798, 2.63624, -0.46440], [-1.78028, 2.00670, 1.24479], [-0.56267, 2.26408, -1.59970], [0.13236, 3.14268, -0.32174], [2.28074, 2.43737, 0.60175], [4.15546, 0.35794, 1.12040], [1.53593, -2.43490, -0.82108], [-1.65560, -0.41513, -1.18298], [2.92082, -1.00220, -0.07048]],
  "forces_ev_per_a": [[3.760, -1.914, -2.105], [-2.429, -1.202, 4.941], [-1.564, -1.050, -1.435], [-3.655, -1.447, -0.469], [-1.739, 2.448, 0.605], [1.676, 2.075, 4.195], [1.286, -0.018, 2.205], [1.251, -1.018, -3.764], [-2.629, 0.823, -3.856], [-3.058, 4.998, 1.235], [-0.289, -0.685, -0.518], [0.753, 1.231, -1.469], [-2.424, -0.489, -0.726], [1.420, 1.057, -0.186], [-0.521, -0.071, -1.558], [1.720, -1.246, -0.271], [-0.192, 1.805, -1.456], [2.989, -1.417, 1.565], [-0.941, -0.414, 0.460], [1.422, 1.038, -1.786], [0.524, -0.923, -1.910], [0.222, -2.593, -0.477], [-0.455, -3.066, 0.975], [-1.685, -0.326, -0.309], [0.678, -1.142, -0.475], [-0.099, 2.332, 2.752], [3.978, 1.214, 3.838]],
  "nbo_charge": [-0.41, -0.41, -0.14, -0.07, -0.40, -0.45, 0.00, -0.26, 0.01, 0.04, -0.06, 0.23, 0.19, 0.21, 0.22, 0.23, 0.34, 0.18, 0.19, 0.23, 0.23, 0.22, 0.24, 0.22, 0.20, -0.58, -0.42],
  "mol_weight_g_mol": 174.25,
  "e_tot_ha": -536.7523,
  "total_charge": 0,
  "smiles": "c1cc2c(cn1)[C@H]1CC[C@H](CC2)N1"
}

=====

{
  "formula": "C11H14N2O",
  "method": "ωB97M-V/def2-TZVPD",
  "symbols": ["C", "C", "O", "N", "H", "H", "H", "H", "H", "C", "C", "C", "C", "C", "C", "C", "C", "C", "N", "H", "H", "H", "H", "H", "H", "H", "H", "H"],
  "xyz": [[4.23454, -0.02962, 1.79682], [4.60526, -0.15923, 0.35132], [5.71329, -0.00332, -0.10807], [3.56478, -0.57882, -0.46206], [5.05543, 0.48677, 2.30215], [4.02015, -0.89904, 2.41135], [3.82859, -0.84500, -1.39735], [2.63821, -0.19961, -0.35433], [3.40350, 0.65514, 1.87486], [-4.68600, -0.76776, -1.04927], [-1.26250, -0.25812, 0.35269], [-2.37037, 0.26610, -0.32339], [-3.26274, -0.84577, -0.60409], [-2.70488, -1.91542, -0.00890], [-0.18322, 1.86914, 0.18886], [-0.17808, 0.55809, 0.64463], [-1.22834, 2.36189, -0.59350], [-2.30965, 1.54711, -0.87125], [-1.50835, -1.57650, 0.62290], [0.73717, 2.39832, 0.40239], [0.66582, 0.26249, 1.25560], [-1.20346, 3.33305, -1.07137], [-3.11430, 1.86149, -1.52830], [-0.88598, -2.27928, 0.97602], [-3.11223, -2.89058, 0.22322], [-5.15909, -0.00945, -0.40811], [-5.23253, -1.68798, -0.85391], [-4.88525, -0.41721, -2.06385]],
  "forces_ev_per_a": [[0.820, 1.382, 0.840], [-0.473, -0.992, -0.739], [0.219, -0.041, 0.410], [0.054, -0.083, 0.048], [0.023, -0.087, -0.107], [-0.102, -0.457, -0.649], [0.011, 0.357, -0.077], [-0.046, -0.181, 0.195], [-0.576, 0.124, 0.065], [-0.407, 0.801, 0.405], [0.247, 0.295, 0.623], [0.121, -0.611, -1.500], [-0.445, 0.307, 0.481], [0.403, -0.608, 1.019], [0.490, -0.711, 0.060], [0.238, 0.532, 0.228], [-0.334, 0.019, -0.439], [-0.230, 0.094, 0.309], [-0.545, -0.342, -0.562], [-0.288, 0.556, -0.104], [-0.039, -0.395, -0.055], [0.218, 0.083, 0.243], [0.087, 0.181, 0.097], [0.242, 0.278, 0.082], [-0.068, 0.024, -0.427], [-0.083, -0.120, -0.109], [0.132, -0.147, -0.222], [0.329, -0.258, -0.115]],
  "nbo_charge": [-0.73, 0.68, -0.59, -0.85, 0.24, 0.24, 0.40, 0.39, 0.22, -0.63, 0.21, -0.11, -0.09, -0.03, -0.21, -0.28, -0.25, -0.17, -0.55, 0.21, 0.20, 0.22, 0.21, 0.41, 0.21, 0.22, 0.22, 0.22],
  "mol_weight_g_mol": 190.25,
  "e_tot_ha": -612.3233,
  "total_charge": 0,
  "smiles": "Cc1c[nH]c2ccccc12.CC(N)=O"
}

=====

{
  "formula": "C11H14N2O",
  "method": "ωB97M-V/def2-TZVPD",
  "symbols": ["C", "C", "C", "C", "C", "C", "C", "C", "C", "N", "H", "H", "H", "H", "H", "H", "H", "H", "H", "C", "C", "O", "N", "H", "H", "H", "H", "H"],
  "xyz": [[1.54503, -2.01477, 0.75840], [1.23814, 0.42071, -0.00799], [1.11013, -0.91597, -0.17780], [-0.16414, 0.19235, -1.73514], [0.22422, -1.09273, -1.31231], [-0.98828, 0.31701, -2.85732], [-0.00945, -2.20200, -2.12439], [-1.25847, -0.78873, -3.62712], [-0.79451, -2.06667, -3.25089], [0.50206, 1.09823, -0.97095], [1.79818, 0.93773, 0.74211], [0.57504, 2.08824, -1.11077], [0.80468, -2.22508, 1.52758], [2.46584, -1.68902, 1.23532], [-1.40363, 1.27932, -3.13275], [0.31060, -3.19514, -1.84645], [-1.92527, -0.70145, -4.47576], [-1.15772, -2.94315, -3.76663], [1.80512, -2.88396, 0.15400], [-1.10540, 0.84105, 2.79235], [-0.02138, 1.84690, 3.09683], [0.98594, 1.43780, 3.65541], [-0.13466, 3.15417, 2.76031], [-1.69185, 1.09689, 1.90618], [-1.75816, 0.70475, 3.64992], [0.61096, 3.74698, 3.08944], [-0.99220, 3.61409, 2.51194], [-0.57080, -0.05756, 2.51644]],
  "forces_ev_per_a": [[0.751, 0.780, -0.816], [-0.033, -0.140, -0.265], [-0.909, -0.405, 0.361], [-0.015, -0.930, -0.899], [1.221, 0.164, 0.035], [0.133, 0.802, -0.231], [-1.040, -0.362, 0.053], [-0.444, -0.562, 0.409], [-0.106, 0.482, 0.192], [0.071, 0.428, 0.893], [0.138, 0.314, 0.206], [-0.254, 0.006, -0.113], [-0.061, -0.223, -0.129], [0.069, -0.110, 0.315], [0.141, 0.068, -0.106], [0.169, -0.034, 0.211], [0.062, 0.072, -0.021], [0.304, -0.032, -0.304], [-0.226, -0.283, 0.308], [-0.110, 0.643, -0.991], [0.523, -0.909, 0.715], [0.038, 0.349, -0.176], [-0.103, 0.509, -0.171], [-0.176, 0.223, 0.188], [0.049, -0.128, 0.049], [-0.019, -0.050, 0.028], [-0.128, -0.300, -0.077], [-0.047, -0.371, 0.336]],
  "nbo_charge": [-0.63, -0.05, -0.07, 0.14, -0.10, -0.25, -0.18, -0.21, -0.25, -0.53, 0.22, 0.41, 0.22, 0.22, 0.21, 0.21, 0.21, 0.21, 0.21, -0.71, 0.67, -0.63, -0.83, 0.22, 0.24, 0.40, 0.39, 0.25],
  "mol_weight_g_mol": 190.25,
  "e_tot_ha": -612.3315,
  "total_charge": 0,
  "smiles": "Cc1c[nH]c2ccccc12.CC(N)=O"
}

=====

{
  "formula": "C11H14N2O",
  "method": "ωB97M-V/def2-TZVPD",
  "symbols": ["C", "C", "C", "C", "C", "C", "C", "C", "C", "N", "H", "H", "H", "H", "H", "H", "H", "H", "H", "C", "C", "O", "N", "H", "H", "H", "H", "H"],
  "xyz": [[1.91546, 1.59628, 1.47738], [0.82184, -0.38966, -1.50042], [1.08013, -0.33773, -0.10226], [1.39784, 1.07659, 0.15585], [1.39287, 1.72005, -1.07975], [0.51108, -1.54329, -2.22827], [0.17917, -2.68211, -1.49469], [0.81699, -1.50447, 0.61390], [0.39631, -2.65475, -0.04763], [1.20022, 0.82482, -2.07055], [1.00605, 0.93540, -3.02557], [0.47572, -1.53686, -3.35003], [1.46142, 2.79293, -1.11168], [-0.26455, -3.52289, -1.91503], [0.56097, -1.43014, 1.68117], [1.08485, 1.80095, 2.18589], [2.62639, 2.40931, 1.41541], [0.01121, -3.55097, 0.36277], [2.54632, 0.74536, 1.79979], [-2.14692, 1.51928, 1.51327], [-2.15175, 0.68511, 0.26027], [-1.93170, 1.08567, -0.86945], [-2.27819, -0.68458, 0.44909], [-2.15846, -1.43965, -0.18525], [-2.07777, -1.01563, 1.35915], [-1.49991, 2.39987, 1.38445], [-1.84133, 0.90510, 2.36569], [-3.13426, 1.79600, 1.95651]],
  "forces_ev_per_a": [[-0.365, -1.268, -0.138], [2.109, -0.139, -0.526], [-0.758, 1.291, -1.515], [0.289, -0.361, -0.897], [0.283, -0.210, 2.771], [-0.676, -0.569, -0.393], [1.763, 2.563, 2.279], [-1.318, -0.660, 0.882], [-0.646, 0.896, -2.888], [-1.185, -1.407, 0.727], [-0.203, 0.896, -1.073], [-0.185, 0.120, 1.214], [0.296, 0.058, -0.864], [-0.368, -1.421, -0.841], [1.000, -0.227, -0.181], [0.751, -0.083, -0.151], [-0.281, 0.513, -0.229], [0.012, -0.510, 1.334], [-0.460, 0.418, 0.628], [-0.618, 0.060, 1.166], [0.798, -1.731, -1.690], [-0.516, 0.857, 0.525], [-0.634, 0.862, 1.587], [0.257, 0.375, -1.354], [-0.095, -0.115, 0.981], [-0.372, -0.399, 0.079], [0.794, 0.007, -0.204], [0.326, 0.182, -1.229]],
  "nbo_charge": [-0.64, 0.15, -0.10, -0.09, -0.01, -0.23, -0.23, -0.22, -0.24, -0.52, 0.41, 0.21, 0.22, 0.21, 0.21, 0.21, 0.22, 0.21, 0.22, -0.72, 0.68, -0.61, -0.83, 0.41, 0.37, 0.25, 0.22, 0.25],
  "mol_weight_g_mol": 190.25,
  "e_tot_ha": -612.2937,
  "total_charge": 0,
  "smiles": "Cc1c[nH]c2ccccc12.CC(N)=O"
}

=====

{
  "formula": "C11H14N2O",
  "method": "ωB97M-V/def2-TZVPD",
  "symbols": ["C", "C", "O", "N", "H", "H", "H", "H", "H", "C", "C", "C", "C", "C", "C", "C", "C", "C", "N", "H", "H", "H", "H", "H", "H", "H", "H", "H"],
  "xyz": [[-1.69954, -1.44996, -3.03538], [-1.17290, -0.03712, -2.82510], [-1.96231, 0.75915, -2.33520], [0.10299, 0.22878, -3.17891], [-2.35330, -1.57261, -2.17419], [-0.99723, -2.27067, -3.10992], [0.43076, 1.16248, -3.03323], [0.57534, -0.52082, -3.66413], [-2.41688, -1.35182, -3.85173], [2.76318, 1.60161, 2.03866], [0.65945, 2.20622, 0.64721], [-0.41736, 0.28444, 0.71145], [1.39237, 1.37461, 1.53464], [0.67929, 0.16960, 1.63925], [-1.39741, -0.73469, 0.56501], [-1.23064, -1.77794, 1.42547], [0.81791, -0.96418, 2.47628], [-0.12378, -1.91684, 2.30512], [-0.39835, 1.52763, 0.14076], [-1.10228, 2.03285, -0.38515], [0.94909, 3.20692, 0.36466], [-2.19212, -0.56992, -0.14323], [3.08869, 2.64788, 1.97318], [3.50571, 1.09461, 1.41936], [-1.87852, -2.63992, 1.31366], [1.62668, -1.06345, 3.18386], [-0.12743, -2.82569, 2.89522], [2.87858, 1.39886, 3.10235]],
  "forces_ev_per_a": [[-0.543, 0.900, 0.375], [-0.628, -0.867, 0.044], [0.718, 0.744, 0.297], [-0.903, -0.709, 0.278], [0.105, -0.435, 0.078], [0.105, 0.020, -0.316], [0.476, 0.128, -0.394], [0.459, 0.665, 0.067], [0.320, -0.436, -0.325], [0.442, 1.528, 0.278], [-0.413, -0.518, -0.654], [-1.303, -2.373, 1.149], [0.435, -0.995, 0.074], [-0.642, 0.981, -0.737], [1.506, 2.771, -0.054], [0.584, -1.543, -0.140], [0.190, 0.420, -0.662], [-1.193, -1.028, 0.437], [1.644, 2.643, 0.389], [-0.279, -0.785, -0.364], [-0.360, 0.072, -0.133], [-0.246, -0.326, -0.004], [-0.432, 0.008, -0.184], [-0.137, -0.497, 0.242], [-0.195, 0.133, 0.306], [0.056, 0.025, 0.011], [0.229, 0.096, 0.037], [0.006, -0.624, -0.094]],
  "lowdin_spin": [0.00, 0.00, 0.00, 0.00, 0.00, 0.00, 0.00, 0.00, 0.00, 0.03, 0.26, 0.09, 0.22, 0.02, 0.02, 0.14, 0.09, -0.01, 0.10, 0.00, 0.01, 0.00, 0.00, 0.01, 0.01, 0.00, 0.00, 0.01],
  "mol_weight_g_mol": 190.25,
  "s2": 0.7740,
  "multiplicity": 2,
  "e_tot_ha": -612.0633,
  "total_charge": 1
}